Formula: C4H8N2O2S
Source: the OMol25 dataset
Level of theory: ωB97M-V/def2-TZVPD

The geometry in XYZ format:
```
17
C4H8N2O2S, DFT ωB97M-V/def2-TZVPD
S -1.0189 -2.1581 1.1927
O -3.6124 0.7632 -0.3908
O -3.1324 0.3774 1.7956
N -1.5122 -1.1497 -1.0867
N 2.0001 -0.0761 0.2568
C -1.0157 -0.8940 0.1198
C 0.4471 1.7601 0.2900
C -3.4368 0.5386 0.7021
C 0.9264 0.5765 0.7370
H 0.8044 2.3398 -0.6093
H -0.3340 2.3394 0.7642
H 1.8844 -0.9964 0.5734
H -0.5778 -1.3674 2.0848
H -1.9942 -1.9545 -1.2427
H 2.1806 -0.0508 -0.7061
H -1.4981 -0.3452 -1.7494
H 0.5329 0.1705 1.6608
```



Formula: C4H8N2O2S
Source: the OMol25 dataset
Level of theory: ωB97M-V/def2-TZVPD

The geometry in XYZ format:
```
17
C4H8N2O2S, DFT ωB97M-V/def2-TZVPD
S -0.3330 -1.4636 0.4455
O -1.0676 -2.2837 -0.5218
O 2.5533 0.9177 0.6775
N 2.7935 -1.2938 0.0274
N 0.0564 1.0989 -0.3379
C -1.3369 -0.1519 1.0520
C 2.1523 -0.0849 0.1478
C 0.6007 -0.1861 -0.5218
C -1.3510 0.9604 0.0305
H 3.6171 -1.5106 0.4737
H -2.2550 -0.5485 1.3726
H 2.2925 -2.1635 -0.4386
H -1.8708 1.8831 0.2358
H -1.6768 0.4397 -0.9307
H 0.7919 -0.5171 -1.4806
H 0.4459 1.3153 0.5643
H -0.7200 0.0487 1.9034
```



no.,E (eV),gap between HOMO and LUMO (eV),highest occupied orbital energy (eV)
1,-22185.2728,7.52,-7.07
2,-22186.4118,9.69,-9.12